[1]
{"formula": "C27H26GeN6O4PdS", "method": "ωB97M-V/def2-TZVPD", "multiplicity": 2, "s2": 0.758, "homo_lumo_gap_ev": [7.561, 7.046], "de_lowest_kj_mol": 183.6, "e_tot_ev": -116378.0216, "charge": 1, "homo_ha": [-0.4274, -0.4251], "elements": ["C", "H", "C", "N", "Pd", "H", "C", "N", "N", "H", "H", "C", "H", "O", "H", "C", "H", "N", "H", "H", "C", "O", "H", "C", "Ge", "C", "C", "H", "C", "C", "C", "C", "N", "H", "H", "H", "C", "C", "N", "O", "H", "H", "C", "H", "H", "S", "C", "H", "C", "H", "C", "C", "H", "H", "O", "C", "H", "H", "H", "H", "C", "C", "C", "C", "C", "C"], "positions_angstrom": [[-4.02272, -1.64315, -2.26375], [-0.03825, -3.87698, 1.52896], [4.01317, -0.05287, -2.08837], [2.50921, 0.53777, 2.72075], [-0.21189, 0.86957, 1.38928], [4.90669, 0.55781, -2.07524], [-2.70212, -0.56825, 1.54033], [1.99923, 0.55571, 1.41420], [-1.38345, -0.89351, 1.74076], [5.06892, 0.53475, 1.43639], [-0.04335, -3.31377, 3.20256], [-2.71225, 0.33829, -1.89302], [5.76399, -0.42298, 2.75380], [-4.25879, 1.12587, 1.09260], [0.78662, -2.36792, 1.96269], [1.64174, -0.31144, -1.65689], [-3.02497, -3.51146, -1.92120], [2.66369, 0.76554, 4.80739], [2.31434, 1.40876, 0.94939], [-0.00488, 1.82972, -3.60031], [-0.03722, 3.94749, -3.30956], [-5.20491, -3.20775, 1.43665], [-4.96030, -2.10918, -2.53651], [-1.31523, -2.20287, 1.89872], [-0.00260, 0.45744, -1.00740], [-0.01567, 4.71310, -1.03156], [4.05647, -1.33938, -2.60998], [4.57501, -1.15112, 1.66406], [-3.45005, -1.70021, 1.59245], [-4.88589, -2.04451, 1.40579], [1.77513, 0.90599, 3.81937], [3.79750, 0.20731, 3.11806], [-2.55730, -2.71429, 1.82527], [-0.06768, 6.01281, -2.73505], [-4.76655, 0.35424, -2.50172], [-2.64131, 1.41922, -1.87058], [-1.73539, -1.83795, -1.55013], [1.69877, -1.59793, -2.19822], [3.89894, 0.33425, 4.39681], [-5.71417, -1.04516, 1.20554], [-0.89967, -2.46623, -1.26179], [2.49781, 0.96577, 5.78074], [-3.08073, 0.83054, 1.25201], [-0.00068, 3.22867, 0.48114], [-0.03070, 5.52184, -0.31342], [0.18022, 1.40361, 3.85846], [-1.61182, -0.44514, -1.54281], [2.93150, -3.09448, -3.11015], [4.85942, -0.23326, 2.18266], [-2.85789, -3.67522, 1.92321], [0.00598, 2.33843, -1.50450], [-0.04107, 4.98749, -2.39104], [2.77105, 1.49065, -1.28236], [-5.23117, -0.16835, 1.18525], [-2.09354, 1.66164, 1.19628], [2.81228, 0.45739, -1.61580], [2.37762, -0.23339, 0.89355], [0.80140, -2.19554, -2.28113], [-0.05761, 4.15998, -4.37025], [4.98880, -1.73757, -2.98758], [-2.93263, -2.43270, -1.91581], [-0.00988, 2.63218, -2.86959], [2.90028, -2.10321, -2.67753], [0.00599, 3.39610, -0.59379], [-0.08403, -2.99087, 2.16163], [-3.91339, -0.26126, -2.24970]]}

---

[2]
{"formula": "C27H26IrN4O5", "method": "ωB97M-V/def2-TZVPD", "multiplicity": 2, "s2": 0.842, "homo_lumo_gap_ev": [4.555, 4.323], "de_lowest_kj_mol": 0.0, "e_tot_ev": -47452.9212, "homo_ha": [-0.2634, -0.2549], "elements": ["H", "N", "C", "C", "C", "C", "N", "H", "H", "C", "C", "C", "O", "C", "H", "O", "C", "H", "C", "H", "H", "H", "C", "H", "H", "C", "C", "H", "H", "C", "C", "C", "H", "H", "C", "O", "H", "C", "H", "C", "H", "H", "H", "N", "H", "N", "H", "O", "C", "C", "H", "C", "C", "C", "C", "O", "H", "H", "C", "H", "Ir", "H", "C"], "positions_angstrom": [[4.01571, -0.90268, 1.26385], [-2.39934, 0.10105, 0.64001], [-1.34324, -2.68794, 1.59245], [1.01060, 3.73899, 0.06014], [-2.00646, 2.33942, 0.12731], [-3.19671, -1.04240, 1.02192], [-0.76240, 1.92161, -0.09667], [0.17881, -4.38427, 0.77074], [2.98629, 4.02159, 0.78735], [-5.14919, 2.50940, -0.02515], [-2.49484, -1.84084, 2.12157], [1.10599, -3.84979, 0.91576], [1.59988, -4.13422, -2.82769], [0.47367, -0.70605, -2.67953], [-6.19114, 2.31267, -0.24372], [-0.11566, 0.23019, -2.05973], [0.10702, 2.84043, -0.80686], [2.06697, -5.67858, 0.62343], [1.31396, -2.93978, -3.00698], [1.79136, 1.80585, 1.63538], [-0.51856, 3.47597, -1.44568], [-1.02254, -3.37980, 2.38271], [0.95728, -2.45079, 1.01791], [0.71659, 2.23845, -1.48068], [3.53420, 0.30674, -0.23701], [-3.53470, 4.36642, 0.27449], [-4.81026, 3.84752, 0.12791], [-3.22080, -2.50207, 2.59736], [-1.46580, 4.36904, 0.24450], [2.23899, -4.62998, 0.83401], [3.55632, -4.26233, 1.06323], [2.53319, 0.71390, -0.06728], [1.03059, 4.73249, -0.39509], [-3.47410, 5.44034, 0.40519], [2.59563, 1.91108, 0.90187], [-0.34206, -2.45629, -1.29841], [0.57497, 3.83945, 1.05609], [-2.32226, 3.71324, 0.19376], [3.54356, 1.89063, 1.44373], [3.38915, -1.77072, 1.10831], [-4.87735, 0.45624, -0.04122], [-5.62452, 4.55801, 0.10728], [4.28296, -5.06338, 1.08462], [1.60735, -0.30456, 0.37542], [-4.17118, -0.72831, 1.41105], [-0.22389, -1.87040, 1.19207], [-1.70184, -3.27577, 0.73711], [1.69833, 0.33237, -4.48624], [-2.97117, 1.25880, 0.35340], [1.36707, -0.60436, -3.77823], [-2.11801, -1.14859, 2.87797], [2.45606, 3.26570, 0.20299], [4.03734, -2.97507, 1.27337], [0.39147, -2.10731, -2.21611], [1.97375, -2.05549, -3.97290], [2.84048, -2.31319, -4.77174], [2.16836, 1.05623, -1.03805], [-3.35600, -1.68862, 0.15017], [2.03967, -1.48809, 0.78681], [2.92423, 3.22762, -0.78222], [-0.42576, -0.06215, 0.35869], [5.09065, -2.90889, 1.52273], [-4.35872, 1.39128, 0.11252]]}

---

[3]
{"formula": "C27H26N2O4", "method": "ωB97M-V/def2-TZVPD", "homo_lumo_gap_ev": 8.054, "smiles": "COc1cc(-c2cc(C(=O)N(C)Cc3ccccc3)c3ccccc3n2)cc(OC)c1OC", "de_lowest_kj_mol": 266.9, "e_tot_ev": -39590.7003, "homo_ha": -0.2963, "elements": ["H", "H", "C", "O", "H", "O", "C", "C", "H", "H", "C", "C", "C", "C", "H", "C", "C", "H", "H", "C", "N", "H", "H", "C", "C", "C", "H", "H", "C", "H", "N", "H", "C", "H", "H", "H", "H", "C", "H", "C", "H", "C", "C", "H", "C", "C", "O", "C", "H", "O", "H", "C", "C", "C", "C", "H", "C", "H", "H"], "positions_angstrom": [[4.82370, 3.55816, -0.57939], [2.62805, -0.47666, 2.33655], [4.45430, -2.98284, -0.16534], [-4.50794, -2.18712, 0.07381], [4.59647, 2.04596, 1.31097], [-3.50435, 2.49486, -0.50486], [-2.23098, -1.43528, -0.26260], [-6.31094, -0.27357, -1.04249], [-3.55498, -3.87726, -0.66384], [4.98947, 2.68146, -2.11879], [3.33528, 0.97525, -1.57741], [-3.58802, -1.20186, -0.15049], [-1.83885, 0.90801, -0.54183], [-1.34165, -0.38008, -0.46551], [-1.08107, 1.62043, 2.58266], [0.09257, -0.67944, -0.55047], [1.78096, 2.52067, 1.03540], [0.67453, 1.19082, -1.48525], [-7.30114, 0.13751, -0.85117], [0.72121, 0.46648, 2.55353], [4.07098, 1.60172, -0.62718], [-1.81670, -2.42520, -0.18538], [-3.35870, -3.58503, 1.08737], [-0.05771, 1.56732, 2.24418], [2.35387, -0.03849, -1.06962], [3.97078, 1.31228, 0.79350], [5.48254, -3.31312, -0.18602], [2.19265, 3.31971, 0.43547], [-3.20584, 1.16893, -0.43345], [-5.36554, 2.66245, 0.40786], [0.47669, -1.84615, -0.08209], [-6.00916, -0.03811, -2.06937], [2.56161, 1.40763, 1.32340], [-1.19531, 1.76205, -0.66679], [1.37897, -4.10677, 0.73587], [0.30977, -0.34154, 3.13904], [-4.93603, -4.10251, 0.43973], [2.02633, 0.38994, 2.10078], [4.87542, -1.08775, -1.04967], [1.77519, -2.18503, -0.12049], [-5.39075, 2.60609, -1.37331], [3.46565, -3.84066, 0.34249], [-4.04666, -3.50588, 0.24071], [4.37663, 0.31606, 1.01021], [2.78105, -1.30983, -0.61384], [1.01526, 0.24973, -1.08639], [-5.45454, 0.35187, -0.10632], [5.04316, 2.59030, -1.03506], [-6.33208, -1.35672, -0.91306], [3.43687, 1.22771, -2.76375], [-4.75569, 4.04484, -0.54169], [4.12085, -1.74192, -0.63531], [0.47831, 2.59926, 1.49219], [-4.10196, 0.10956, -0.25092], [-4.83656, 2.95827, -0.49952], [-0.12378, 3.46454, 1.25733], [2.15429, -3.45646, 0.36192], [6.05075, 2.27994, -0.74798], [3.75278, -4.81450, 0.71166]]}